Run one
This record from the Open Molecules 2025 dataset describes a cluster of 16 separate species, C64H176N16O16 in total. The level of theory is ωB97M-V with the def2-TZVPD basis set.

Results
* orbital gap: 0.34104 Ha
* HOMO: -8.664 eV
* E_LUMO: 0.62 eV

Geometry as ORCA input:
```
! wB97M-V def2-TZVPD RIJCOSX def2/J DEFGRID3
* xyz 0 1
C 5.12452 3.35006 2.13870
C 4.01486 3.92932 2.97577
C 4.26719 5.35984 3.33895
O 5.52755 5.42508 4.08036
C 5.66664 6.73587 4.60354
N 2.77917 3.71730 2.26363
H 5.17662 4.02697 1.25782
H 4.93669 2.32174 1.76675
H 6.05957 3.31873 2.67820
H 3.95248 3.40191 3.93148
H 3.48046 5.75908 4.01418
H 4.35483 6.05477 2.46346
H 5.71180 7.50162 3.79489
H 6.65887 6.79658 5.02253
H 4.84517 6.94579 5.30757
H 2.01718 4.23474 2.71994
H 2.53900 2.70905 2.31434
C -2.02542 -4.33633 -0.29861
C -2.89265 -5.16391 -1.20721
C -2.25836 -6.54371 -1.52227
O -3.25849 -7.23797 -2.31095
C -2.86247 -8.53112 -2.63929
N -4.24487 -5.32121 -0.75962
H -2.50585 -3.38964 -0.16433
H -1.01660 -4.16413 -0.67370
H -1.93299 -4.77972 0.69766
H -2.99699 -4.57727 -2.15799
H -2.06577 -7.07284 -0.56804
H -1.36608 -6.49309 -2.13544
H -2.53443 -9.11758 -1.77095
H -2.01906 -8.53794 -3.34879
H -3.72934 -8.93944 -3.11693
H -4.23064 -5.75355 0.15440
H -4.68785 -5.94821 -1.40184
C 0.84984 7.18690 2.39882
C -0.58720 6.72338 2.72179
C -0.67660 5.40699 3.48059
O -0.30837 4.31115 2.61940
C -0.36929 3.06050 3.24136
N -1.16055 7.75750 3.60522
H 0.87518 8.08873 1.74466
H 1.29441 6.39430 1.74913
H 1.36201 7.31382 3.33821
H -1.13679 6.49721 1.78702
H -1.69298 5.25963 3.83505
H 0.00527 5.46407 4.33549
H -0.18350 2.33608 2.45960
H -1.36620 2.83310 3.67678
H 0.40805 2.86699 4.01125
H -2.16142 7.62355 3.62090
H -1.05358 8.69834 3.21746
C -4.82270 7.24115 -0.32147
C -4.63720 5.72915 -0.55693
C -4.67069 4.87538 0.70335
O -4.23600 3.51506 0.42771
C -2.84152 3.31263 0.17169
N -5.73541 5.31308 -1.45091
H -5.79803 7.35025 0.15142
H -4.82348 7.74016 -1.27154
H -3.98541 7.69857 0.24925
H -3.64083 5.54186 -1.01703
H -5.70997 4.76941 1.01174
H -3.97401 5.30076 1.47729
H -2.21619 3.77270 0.95248
H -2.57794 3.84498 -0.77091
H -2.73824 2.22877 0.03215
H -5.68429 5.74074 -2.37862
H -5.70688 4.30893 -1.59090
C -4.68888 -0.41957 3.60505
C -6.02801 -0.97967 3.03808
C -6.56857 -0.04649 2.02561
O -7.12760 1.04120 2.66192
C -7.48109 2.24211 1.87592
N -5.89619 -2.30208 2.41335
H -4.85992 0.52784 4.10757
H -3.91126 -0.32296 2.87991
H -4.33207 -1.07357 4.38335
H -6.69189 -1.04269 3.89313
H -7.31672 -0.62520 1.48471
H -5.82239 0.23075 1.24156
H -7.64817 3.01886 2.67997
H -8.36633 2.06761 1.31056
H -6.68047 2.60600 1.17314
H -6.80036 -2.60036 2.02137
H -5.27401 -2.21424 1.61825
C 3.82041 5.96952 -1.93597
C 2.77585 5.38374 -0.96694
C 1.42298 5.80279 -1.37513
O 1.31762 7.24391 -1.26352
C -0.09008 7.70101 -1.20400
N 2.89933 3.90943 -1.00400
H 3.72272 5.54761 -2.93837
H 4.82235 5.74995 -1.59109
H 3.63103 7.04334 -2.00370
H 2.96343 5.76901 0.03229
H 0.70514 5.32939 -0.67152
H 1.18658 5.41030 -2.38972
H -0.54550 7.65357 -2.15585
H -0.02960 8.75938 -0.99223
H -0.61681 7.15556 -0.46060
H 3.83514 3.65679 -1.25566
H 2.73096 3.56669 -0.04450
C -3.06196 -5.52438 5.30202
C -3.54006 -4.35060 4.37528
C -2.51009 -4.02961 3.25606
O -1.19972 -3.43168 3.69563
C -1.26866 -2.12190 4.21455
N -4.72197 -4.74572 3.56687
H -2.72068 -6.44020 4.79299
H -3.84287 -5.79221 6.07357
H -2.21399 -5.13856 5.85837
H -3.69081 -3.43264 5.01000
H -3.11710 -3.32025 2.61989
H -2.24280 -4.96135 2.80251
H -2.07894 -1.90276 4.92366
H -1.27881 -1.36119 3.42024
H -0.31908 -2.00465 4.78587
H -5.43530 -5.19752 4.11134
H -5.17858 -3.90820 3.14049
C 3.79148 3.19762 -6.38575
C 3.66554 2.08613 -7.37338
C 4.24944 0.79291 -6.89949
O 3.40663 0.42168 -5.77276
C 3.48889 -0.86817 -5.17424
N 2.27494 1.81949 -7.67287
H 3.32417 4.12376 -6.75719
H 4.86913 3.38197 -6.31881
H 3.42944 3.08302 -5.38236
H 4.16818 2.45309 -8.25602
H 5.34509 0.84037 -6.55041
H 4.09531 0.02169 -7.67848
H 4.53834 -1.03651 -4.80762
H 3.34213 -1.62470 -5.95508
H 2.78155 -0.92711 -4.36264
H 1.80661 1.26782 -6.96684
H 1.77482 2.67168 -7.80576
C -6.07954 -2.31108 -3.11572
C -6.45944 -2.21781 -1.66737
C -7.52322 -3.19968 -1.24275
O -8.69576 -2.95126 -2.03577
C -9.77311 -3.85916 -1.83556
N -5.26105 -2.34334 -0.76120
H -5.35079 -1.51617 -3.29634
H -6.89657 -2.23163 -3.83245
H -5.52727 -3.21123 -3.31690
H -6.91808 -1.21996 -1.38401
H -7.71857 -3.16223 -0.16576
H -7.20108 -4.27610 -1.39483
H -10.47085 -3.78742 -2.69707
H -10.27667 -3.62245 -0.86569
H -9.38994 -4.89978 -1.72352
H -4.65539 -1.54303 -1.05880
H -4.79130 -3.20374 -1.09747
C 1.64709 -3.15279 -2.16695
C 3.14250 -2.99866 -2.13524
C 3.72931 -3.75638 -0.90819
O 3.54371 -5.16707 -1.20403
C 3.87830 -6.03186 -0.16385
N 3.75762 -3.48964 -3.40251
H 1.30273 -4.18411 -2.28834
H 1.16978 -2.57009 -2.94574
H 1.24744 -2.79852 -1.17817
H 3.36870 -1.92636 -2.05822
H 3.16647 -3.55352 0.03401
H 4.80074 -3.55845 -0.67176
H 4.96015 -5.97948 0.13799
H 3.73129 -6.99920 -0.61200
H 3.24087 -5.87601 0.73245
H 4.76250 -3.43170 -3.32033
H 3.54268 -4.46676 -3.45209
C 6.66155 -2.80732 3.96674
C 6.10432 -1.81036 2.91791
C 5.40410 -0.63895 3.56067
O 4.12872 -0.99878 4.21375
C 3.71617 0.02943 5.09249
N 7.20263 -1.42439 2.07980
H 5.95878 -2.94294 4.77142
H 7.65759 -2.53890 4.31419
H 6.75353 -3.79580 3.47444
H 5.28623 -2.28066 2.31836
H 5.19195 0.13007 2.81773
H 6.05060 -0.06792 4.30233
H 2.64935 -0.12973 5.29839
H 3.82627 1.00029 4.59320
H 4.34250 0.13193 5.96598
H 6.90797 -1.19463 1.14246
H 7.93696 -2.12130 2.01762
C 1.14397 -5.19218 2.20849
C 1.87547 -4.25215 3.14767
C 1.91186 -4.72004 4.51731
O 2.88259 -5.73468 4.60406
C 3.00430 -6.27535 5.89698
N 3.17523 -3.74793 2.56743
H 1.08479 -4.87365 1.16014
H 0.10232 -5.17698 2.53131
H 1.47553 -6.19348 2.08968
H 1.15668 -3.47136 3.16083
H 0.96255 -5.08454 4.87657
H 2.17367 -3.91999 5.20626
H 2.03184 -6.77895 6.15034
H 3.26165 -5.50738 6.65921
H 3.71922 -7.08931 5.87708
H 3.83428 -4.50607 2.70848
H 3.58663 -3.07841 3.23755
C 2.48111 -0.42389 0.81876
C 1.21045 0.23565 1.21615
C 0.00033 -0.65928 0.81265
O -1.16454 0.09060 1.03866
C -2.42288 -0.56249 0.67435
N 1.31842 0.42472 2.66397
H 2.84328 -0.18091 -0.19762
H 2.20528 -1.45981 0.78664
H 3.37446 -0.26225 1.42926
H 1.13320 1.23963 0.76019
H -0.00751 -1.62401 1.37776
H 0.17616 -0.88104 -0.22330
H -2.30097 -1.12376 -0.25219
H -3.22574 0.13059 0.50671
H -2.65977 -1.33435 1.41094
H 1.88224 -0.32152 3.11469
H 0.38645 0.54260 3.10325
C -0.06260 2.22126 -1.90986
C 0.59608 1.21895 -2.83209
C -0.33614 0.33671 -3.60092
O -1.07171 -0.49053 -2.72020
C -1.92190 -1.41218 -3.34114
N 1.41491 1.94770 -3.82782
H -0.55078 1.71568 -1.08997
H -0.84276 2.74734 -2.47711
H 0.57334 3.01937 -1.52961
H 1.18508 0.53839 -2.21043
H 0.30308 -0.24136 -4.31126
H -1.06411 0.89398 -4.21962
H -2.45879 -0.95089 -4.16159
H -2.68174 -1.70150 -2.58619
H -1.42291 -2.32250 -3.70403
H 2.04000 1.31067 -4.30892
H 1.99945 2.53393 -3.28514
C -4.66585 1.22978 -1.90410
C -4.80854 2.16024 -3.09742
C -4.09219 1.53267 -4.33968
O -4.18144 2.19138 -5.54489
C -3.98836 1.43469 -6.81330
N -6.17589 2.51555 -3.19775
H -5.05898 0.22510 -2.11419
H -5.08528 1.67999 -0.97526
H -3.61375 0.96806 -1.73449
H -4.35932 3.14067 -2.90465
H -4.54241 0.52746 -4.41690
H -3.05196 1.37693 -4.01069
H -4.59918 0.49402 -6.72732
H -2.93946 1.18247 -6.98488
H -4.37880 2.04736 -7.60069
H -6.39678 2.83843 -4.16183
H -6.73011 1.62514 -3.08801
C 8.81693 -2.04514 -1.31717
C 7.43670 -2.38137 -1.78528
C 6.53837 -1.21345 -2.12131
O 6.26466 -0.35650 -0.95711
C 5.49327 0.79182 -1.32559
N 7.56357 -3.36789 -2.81860
H 8.76899 -1.33786 -0.49955
H 9.28880 -1.53673 -2.15541
H 9.35765 -2.96056 -1.01896
H 6.87787 -2.88264 -0.97666
H 5.59009 -1.71380 -2.46026
H 6.93512 -0.52120 -2.88714
H 5.25915 1.40241 -0.44861
H 4.55287 0.49364 -1.84070
H 6.04912 1.39941 -2.03699
H 8.05126 -4.19156 -2.47872
H 7.95817 -2.97234 -3.66580
*
```

=====

Run two
This record from the Open Molecules 2025 dataset describes a cluster of 16 separate species, C64H176N16O16 in total. The level of theory is ωB97M-V with the def2-TZVPD basis set.

Results
* orbital gap: 0.33534 Ha
* HOMO: -8.578 eV
* E_LUMO: 0.55 eV

Geometry as ORCA input:
```
! wB97M-V def2-TZVPD RIJCOSX def2/J DEFGRID3
* xyz 0 1
C -1.40690 -3.94676 -2.71722
C -1.29086 -4.79794 -1.39444
C -1.97164 -6.13389 -1.54623
O -1.74963 -6.98152 -0.46408
C -2.13067 -8.28822 -0.66330
N 0.10784 -4.99833 -0.99549
H -0.89786 -2.94312 -2.66036
H -2.48854 -3.79783 -2.89193
H -1.04336 -4.60140 -3.52745
H -1.78327 -4.21943 -0.63837
H -1.60920 -6.60139 -2.47236
H -3.07335 -6.08346 -1.74012
H -3.19101 -8.48046 -0.70789
H -1.71552 -8.81673 0.22167
H -1.60225 -8.66261 -1.55235
H 0.33648 -5.46622 -0.12916
H 0.71176 -5.27197 -1.74790
C -1.82125 3.31236 -3.47574
C -0.52105 3.90623 -3.02215
C -0.44096 4.14351 -1.53260
O -1.48372 4.84760 -1.02225
C -1.07001 6.24438 -0.97561
N 0.63601 3.01652 -3.24449
H -2.06018 2.39147 -2.95961
H -1.82510 3.07594 -4.55711
H -2.64474 3.98575 -3.22824
H -0.43638 4.90812 -3.51429
H 0.48224 4.75425 -1.42913
H -0.42041 3.15236 -1.07874
H -1.98540 6.74220 -0.67947
H -0.65203 6.65670 -1.91676
H -0.33731 6.27596 -0.17068
H 0.70723 2.74193 -4.20975
H 1.53113 3.38113 -2.90051
C -2.68660 -0.62219 -4.47311
C -3.93037 -1.03289 -3.60634
C -4.82727 0.15951 -3.35683
O -5.65340 -0.17082 -2.28646
C -6.43352 0.94326 -1.89049
N -4.68128 -2.21526 -4.13326
H -3.00972 0.00749 -5.28635
H -2.15884 -1.50341 -4.85308
H -2.08541 0.07448 -3.85687
H -3.47487 -1.34742 -2.66734
H -5.42954 0.48097 -4.22983
H -4.11810 0.95552 -3.02440
H -6.00674 1.53785 -1.05394
H -7.42164 0.58227 -1.61791
H -6.66529 1.70371 -2.68827
H -5.12976 -2.01686 -5.01584
H -5.41644 -2.52185 -3.49701
C 3.89798 0.99664 4.74628
C 4.43639 -0.44514 4.64355
C 3.43039 -1.53547 4.22820
O 2.15881 -1.37591 4.84908
C 2.16992 -1.81899 6.17670
N 5.63623 -0.65945 3.79999
H 3.43216 1.28253 3.79667
H 4.85250 1.49008 4.99066
H 3.23008 1.01913 5.64145
H 4.79820 -0.75991 5.65116
H 3.96944 -2.48430 4.42246
H 3.21858 -1.41839 3.14394
H 1.30206 -1.38356 6.62552
H 2.94044 -1.32809 6.73028
H 2.33528 -2.91691 6.33018
H 6.37501 -0.07064 4.13790
H 5.46808 -0.46920 2.81753
C 2.81681 5.35454 -4.19300
C 3.55028 4.89008 -5.40989
C 3.89472 3.39816 -5.51736
O 4.55435 3.05740 -4.29899
C 4.94290 1.65277 -4.35540
N 2.75880 5.20212 -6.64114
H 3.00133 6.46070 -4.06200
H 3.06195 4.96397 -3.23594
H 1.74606 5.21369 -4.27637
H 4.49271 5.41792 -5.52602
H 4.48395 3.26484 -6.47290
H 2.99041 2.76588 -5.56048
H 5.75049 1.50713 -5.08946
H 4.18659 0.92538 -4.62445
H 5.26078 1.35022 -3.38651
H 3.29421 5.17801 -7.49343
H 2.42837 6.16772 -6.58923
C -1.98882 -1.12233 5.25270
C -3.03455 -2.11425 5.66307
C -3.01885 -3.24152 4.65643
O -4.10663 -4.20204 4.92558
C -3.74666 -5.30842 4.11846
N -2.69352 -2.57658 7.03550
H -2.03331 -0.21477 5.91070
H -2.27082 -0.82917 4.26225
H -1.00767 -1.53777 5.19436
H -4.01413 -1.63645 5.67065
H -2.06621 -3.77186 4.85974
H -3.12525 -2.92873 3.61063
H -4.60147 -5.98332 4.08769
H -2.80403 -5.72593 4.44261
H -3.50207 -4.98797 3.13534
H -3.39991 -3.17979 7.36786
H -1.81153 -3.06189 6.98341
C 2.48080 2.64326 1.28884
C 2.76580 3.37430 -0.04111
C 2.83989 4.85099 0.20655
O 3.43819 5.46885 -0.98985
C 4.20456 6.60216 -0.75530
N 3.97021 2.81436 -0.70404
H 3.06610 3.02238 2.14158
H 2.63981 1.54884 1.13757
H 1.49637 2.95410 1.64405
H 1.87433 3.15076 -0.71156
H 3.55501 5.10338 1.00889
H 1.86894 5.31079 0.48858
H 5.10592 6.43801 -0.17249
H 3.81225 7.42591 -0.21874
H 4.55694 6.91634 -1.71766
H 4.41492 3.51913 -1.26682
H 3.60843 2.09162 -1.27233
C -3.41812 -1.27481 1.23866
C -4.87283 -1.52446 1.04156
C -5.20627 -2.65126 0.04829
O -4.82082 -3.81732 0.74293
C -5.07020 -5.04389 0.10471
N -5.48136 -1.76057 2.38993
H -3.02680 -0.72227 0.36757
H -2.79088 -2.14729 1.25639
H -3.21064 -0.60226 2.10461
H -5.30544 -0.63717 0.60715
H -4.59017 -2.54873 -0.82317
H -6.30366 -2.65228 -0.22083
H -5.02793 -4.93758 -1.00480
H -6.16249 -5.15049 0.18661
H -4.36828 -5.75547 0.53095
H -5.11878 -2.72442 2.58054
H -6.51430 -1.88293 2.24270
C -0.88925 2.36187 -7.68164
C 0.54259 2.05259 -7.18888
C 0.42264 0.86635 -6.24613
O 1.72149 0.49595 -5.65764
C 1.56642 -0.53488 -4.72178
N 1.38332 1.76589 -8.31493
H -0.89605 3.18496 -8.47570
H -1.56244 2.69067 -6.87089
H -1.22549 1.45383 -8.22549
H 0.95656 2.91735 -6.60179
H 0.00769 -0.04352 -6.68637
H -0.26442 1.12525 -5.38852
H 0.91957 -0.11958 -3.88597
H 2.52141 -0.81481 -4.30755
H 0.97955 -1.37003 -5.08965
H 2.25184 1.32947 -7.97596
H 1.65819 2.67757 -8.69288
C 4.80599 -2.66869 -3.67173
C 3.62927 -3.41330 -3.19136
C 3.94382 -4.89078 -2.99682
O 2.79174 -5.66640 -2.66568
C 3.06667 -7.06079 -2.55756
N 2.95278 -2.70742 -2.14742
H 5.40785 -3.17138 -4.44104
H 5.59777 -2.46263 -2.95421
H 4.52842 -1.70395 -4.14425
H 2.96751 -3.41020 -4.09871
H 4.54902 -4.88883 -2.09781
H 4.45397 -5.28332 -3.83264
H 4.05886 -7.32104 -2.12699
H 2.99200 -7.50854 -3.55222
H 2.32476 -7.51049 -1.94589
H 3.55194 -2.72861 -1.32995
H 2.11446 -3.25947 -1.86933
C 5.11299 -5.33116 1.98046
C 3.72492 -5.17924 1.42058
C 2.74750 -5.40522 2.57646
O 1.44342 -5.11355 2.09174
C 0.41413 -5.41903 3.01970
N 3.50370 -3.93654 0.73587
H 5.26888 -6.25092 2.55537
H 5.42449 -4.51199 2.62076
H 5.96657 -5.35192 1.32365
H 3.44561 -5.99937 0.71269
H 3.00011 -4.64069 3.46497
H 2.78349 -6.48558 2.86737
H 0.22046 -6.46544 3.06074
H -0.47318 -4.88248 2.58390
H 0.59725 -5.06518 4.01683
H 3.76851 -3.10407 1.34577
H 2.51729 -3.90468 0.55291
C -4.89486 1.88531 3.49788
C -5.05348 1.37286 4.89712
C -5.15610 2.48943 5.87010
O -3.91863 3.21653 5.92670
C -3.75697 4.11841 6.99680
N -6.26901 0.58116 5.05385
H -4.04916 2.59536 3.25940
H -5.84850 2.32868 3.20437
H -4.79385 1.03752 2.78364
H -4.18667 0.72025 5.16258
H -5.42489 2.12320 6.84437
H -5.93701 3.16820 5.53039
H -2.83162 4.65708 6.85835
H -3.71355 3.58718 7.92882
H -4.53334 4.91037 7.08074
H -6.17076 -0.21416 4.36219
H -7.07845 1.13841 4.72267
C -5.91458 5.78359 -0.95654
C -5.84519 4.32159 -0.48269
C -4.40453 3.97176 -0.15277
O -4.30554 2.58271 0.31820
C -2.96931 2.18896 0.49720
N -6.78667 4.02986 0.63303
H -6.90932 6.08148 -1.20088
H -5.19048 6.02904 -1.69923
H -5.62331 6.48826 -0.15543
H -6.13232 3.64620 -1.33020
H -3.89721 4.59343 0.58005
H -3.72494 4.12057 -1.02660
H -2.64781 1.54321 -0.42613
H -2.90208 1.52134 1.35605
H -2.18647 2.94095 0.39674
H -6.55978 3.16397 1.20725
H -6.56910 4.84782 1.21472
C -0.63819 5.12263 2.73713
C -1.45374 4.25627 3.62475
C -0.74109 3.77866 4.84918
O 0.37031 2.95390 4.48737
C 0.18752 1.56253 4.62110
N -2.62427 4.93847 4.09638
H -1.06643 5.32806 1.73300
H 0.32230 4.61184 2.50763
H -0.36943 6.11039 3.16536
H -1.69339 3.35991 3.00229
H -1.47355 3.26742 5.54659
H -0.38358 4.67772 5.40070
H 1.17288 1.06377 4.46764
H -0.51964 1.24733 3.85427
H -0.16241 1.27095 5.58691
H -3.02922 5.66482 3.51390
H -3.40021 4.36562 4.35784
C 7.09034 0.61889 -0.09004
C 6.02979 -0.37980 -0.42442
C 6.52809 -1.72330 -0.12004
O 7.57836 -2.04724 -1.02114
C 8.30763 -3.16159 -0.53645
N 4.81672 -0.12704 0.29032
H 7.05716 0.84810 1.01796
H 6.73251 1.62576 -0.50523
H 8.14581 0.38043 -0.41466
H 5.82332 -0.30548 -1.49005
H 5.71151 -2.49402 -0.15105
H 6.85343 -1.73287 0.90429
H 8.65709 -2.95398 0.53058
H 9.25994 -3.16542 -1.09010
H 7.70989 -4.09485 -0.66074
H 4.55933 0.88886 0.32283
H 3.96789 -0.48482 -0.18133
C -0.44522 0.24598 -1.52808
C 0.85884 0.29342 -0.66877
C 0.90767 -0.84427 0.28996
O -0.21577 -0.74490 1.17801
C -0.24790 -1.75239 2.18893
N 2.06216 0.28655 -1.45803
H -1.36334 0.34338 -0.89473
H -0.44344 -0.67609 -2.10473
H -0.40702 1.12010 -2.17545
H 0.80057 1.16632 -0.04143
H 1.82567 -0.83259 0.86785
H 0.83002 -1.76779 -0.33591
H -0.09129 -2.73719 1.78086
H -1.09338 -1.54945 2.78352
H 0.59882 -1.57876 2.83574
H 2.00086 1.07223 -2.14208
H 2.20340 -0.55465 -2.11008
*
```

=====

Going by the energies, run one is most stable and the next is 120.5 kJ/mol up.